1.
Entry from the Open Molecules 2025 dataset: a 4-piece molecular cluster, C21H38BrFNO6PS overall (the ωB97M-V functional and the def2-TZVPD basis).

- highest occupied orbital energy (eV) = -8.59
- frontier orbital gap (eV) = 6.58
- LUMO (eV) = -2.01
- SMILES = NCC1=C([PH2]=S)C(=O)C(CC(=O)Br)=C(F)C1=O.CCOCC.CCOCC.CCOCC
- total charge = 0
- max |F| (eV/Å) = 1.91

```
70
C21H38BrFNO6PS | the Open Molecules 2025 dataset | the ωB97M-V functional and the def2-TZVPD basis
N 0.48640 -2.74919 -1.47050
C -0.55847 -3.19316 -0.55614
C -1.91267 -3.03954 -1.14565
C -2.35733 -1.96244 -1.77616
P -1.35796 -0.44028 -1.93597
S -0.96386 0.30755 -0.16897
C -3.72828 -1.91042 -2.36503
O -4.03444 -1.05042 -3.15587
C -4.67806 -2.93690 -1.92839
C -6.11307 -2.69358 -2.25893
C -6.60013 -1.56445 -1.37945
O -6.79901 -0.43640 -1.72993
Br -6.83652 -2.13032 0.48487
C -4.25079 -3.99804 -1.27289
F -5.05680 -4.92520 -0.86945
C -2.81203 -4.20620 -0.98464
O -2.42353 -5.29659 -0.63826
H 0.60649 -3.43005 -2.20238
H 1.35031 -2.57928 -0.98557
H -0.43079 -4.24514 -0.32095
H -0.48302 -2.67372 0.38379
H -0.19731 -0.71435 -2.66311
H -2.09007 0.46048 -2.71871
H -6.68274 -3.58416 -2.05412
H -6.23245 -2.42462 -3.29646
C -7.14205 -2.67092 5.86828
C -8.05274 -3.59298 5.07603
O -7.53436 -3.96914 3.81387
C -6.30279 -4.66660 3.82488
C -6.34080 -5.98044 4.58632
H -6.91933 -1.77016 5.29495
H -7.62451 -2.37951 6.80162
H -6.19380 -3.14761 6.11997
H -8.98912 -3.07827 4.86103
H -8.31180 -4.48136 5.66295
H -5.50089 -4.02213 4.20285
H -6.07416 -4.86449 2.77709
H -6.55213 -5.83420 5.64641
H -5.37884 -6.48746 4.50718
H -7.11423 -6.63376 4.18059
C 4.56707 3.54664 0.18172
C 3.99231 2.67606 -0.92143
O 2.67102 2.22840 -0.68158
C 1.69110 3.23945 -0.52795
C 1.54281 4.14092 -1.74213
H 4.54446 3.01769 1.13567
H 5.60143 3.81006 -0.04675
H 4.00665 4.47470 0.30453
H 4.59197 1.77002 -1.01472
H 4.05102 3.18970 -1.88883
H 1.88944 3.83096 0.37327
H 0.75114 2.71583 -0.35640
H 2.45445 4.70281 -1.95256
H 0.74024 4.86067 -1.57868
H 1.30649 3.54953 -2.62831
C 10.02685 5.78984 -0.46299
C 9.31001 4.45109 -0.49084
O 7.96540 4.52646 -0.92758
C 7.75841 5.02610 -2.23553
C 8.42868 4.20715 -3.32522
H 9.48919 6.49715 0.16957
H 11.03551 5.66605 -0.06811
H 10.11182 6.23077 -1.45702
H 9.26225 4.04582 0.51981
H 9.86708 3.72474 -1.09299
H 8.06250 6.07698 -2.29678
H 6.67812 5.00658 -2.38414
H 9.51516 4.20749 -3.22897
H 8.18298 4.61543 -4.30579
H 8.09206 3.17040 -3.28439
```

Per-atom natural (NBO) charges, elementary charge units: N -0.84; C -0.28; C -0.02; C -0.37; P 0.86; S -0.61; C 0.52; O -0.49; C -0.15; C -0.55; C 0.54; O -0.47; Br -0.04; C 0.38; F -0.27; C 0.51; O -0.48; H 0.36; H 0.38; H 0.21; H 0.25; H 0.02; H 0.01; H 0.26; H 0.27; C -0.64; C -0.06; O -0.54; C -0.06; C -0.64; H 0.21; H 0.22; H 0.20; H 0.19; H 0.16; H 0.16; H 0.19; H 0.20; H 0.22; H 0.21; C -0.65; C -0.06; O -0.53; C -0.07; C -0.64; H 0.21; H 0.23; H 0.20; H 0.18; H 0.15; H 0.16; H 0.21; H 0.20; H 0.21; H 0.21; C -0.64; C -0.06; O -0.54; C -0.06; C -0.64; H 0.21; H 0.22; H 0.20; H 0.19; H 0.16; H 0.16; H 0.19; H 0.20; H 0.22; H 0.21

2.
Entry from the Open Molecules 2025 dataset: C21H38FI2NO6 as an isolated structure (the ωB97M-V functional and the def2-TZVPD basis).

- highest occupied orbital energy (eV) = -9.00
- frontier orbital gap (eV) = 8.87
- LUMO (eV) = -0.13
- total charge = 0
- max |F| (eV/Å) = 1.07

```
69
C21H38FI2NO6 | the Open Molecules 2025 dataset | the ωB97M-V functional and the def2-TZVPD basis
C -3.64621 -0.20800 -0.97164
C -3.10867 0.47620 -2.20029
I -3.80531 -0.28025 -4.01343
C -2.25700 1.49370 -2.09574
I -1.46684 2.51088 -3.76560
N -1.80952 1.88606 -0.79787
C -0.46271 1.36063 -0.48766
C -1.92771 3.24303 -0.55062
O -1.07647 3.98290 -0.17278
O -3.24935 3.69789 -0.78053
F -3.74531 3.81593 0.53725
H -4.12845 -1.14857 -1.22209
H -4.38588 0.43409 -0.49403
H -2.84620 -0.41910 -0.26571
H 0.30514 1.95825 -0.98055
H -0.31034 1.33347 0.58632
H -0.40828 0.36070 -0.91199
C 2.09394 -3.15362 -2.25741
C 2.92083 -2.31560 -1.28701
C 1.88845 -1.31815 -0.79189
O 0.62033 -1.98468 -0.82349
C 0.74442 -3.21221 -1.55153
H 2.51058 -4.14121 -2.45043
H 1.99913 -2.62988 -3.21140
H 3.27099 -2.93745 -0.45839
H 3.77944 -1.83899 -1.74996
H 1.83325 -0.44652 -1.45345
H 2.08451 -0.97021 0.22385
H 0.70155 -4.04588 -0.84164
H -0.09604 -3.30133 -2.24093
C 5.94011 -1.47388 -5.83711
C 6.80242 -2.12519 -4.75881
C 6.20173 -1.53859 -3.48891
O 4.81484 -1.31929 -3.76414
C 4.57323 -1.45596 -5.16762
H 5.93749 -2.01335 -6.78281
H 6.28185 -0.45415 -6.02639
H 6.66842 -3.20901 -4.77521
H 7.86549 -1.91220 -4.85767
H 6.66481 -0.57934 -3.23569
H 6.29215 -2.20361 -2.62845
H 4.03442 -2.39409 -5.34087
H 3.94472 -0.62968 -5.50090
C -1.09299 -3.11833 3.85322
C -0.91304 -3.33942 2.35254
C -1.21584 -1.95589 1.79776
O -0.80165 -1.02122 2.80349
C -0.53599 -1.71097 4.02524
H -0.57859 -3.85236 4.47200
H -2.15440 -3.13887 4.10993
H 0.12222 -3.61387 2.13333
H -1.56401 -4.11001 1.94151
H -2.29251 -1.82762 1.62738
H -0.67945 -1.74690 0.87414
H 0.54752 -1.73321 4.18806
H -0.99732 -1.16684 4.85039
C -3.01433 5.30927 5.02534
C -3.50985 4.86439 3.65178
C -4.42807 3.70646 4.01758
O -4.97039 4.01364 5.30456
C -4.25971 5.11083 5.87940
H -2.64596 6.33380 5.04859
H -2.21276 4.65036 5.36667
H -4.08181 5.66716 3.18136
H -2.71387 4.57126 2.96950
H -3.87055 2.76592 4.08685
H -5.24661 3.57082 3.30975
H -4.90195 5.99822 5.85407
H -4.03208 4.87965 6.92079
```

Per-atom natural (NBO) charges, elementary charge units: C -0.67; C -0.16; I 0.19; C -0.03; I 0.15; N -0.50; C -0.43; C 0.86; O -0.51; O -0.16; F -0.13; H 0.23; H 0.24; H 0.24; H 0.21; H 0.23; H 0.23; C -0.43; C -0.44; C -0.07; O -0.56; C -0.07; H 0.22; H 0.21; H 0.20; H 0.25; H 0.17; H 0.19; H 0.16; H 0.19; C -0.43; C -0.43; C -0.07; O -0.55; C -0.07; H 0.22; H 0.20; H 0.20; H 0.22; H 0.17; H 0.18; H 0.16; H 0.19; C -0.43; C -0.43; C -0.09; O -0.54; C -0.07; H 0.22; H 0.20; H 0.20; H 0.22; H 0.15; H 0.22; H 0.16; H 0.18; C -0.43; C -0.43; C -0.07; O -0.54; C -0.07; H 0.22; H 0.20; H 0.20; H 0.23; H 0.16; H 0.18; H 0.16; H 0.18

3.
Entry from the Open Molecules 2025 dataset: a 5-piece molecular cluster, C21H38IN2O8 overall (the ωB97M-V functional and the def2-TZVPD basis).

- highest occupied orbital energy (eV) = -11.10
- frontier orbital gap (eV) = 7.63
- LUMO (eV) = -3.47
- total charge = +1
- max |F| (eV/Å) = 4.79

```
70
C21H38IN2O8 | the Open Molecules 2025 dataset | the ωB97M-V functional and the def2-TZVPD basis
C -4.55948 0.02126 -7.86378
C -3.98964 1.06161 -8.54313
C -3.80095 2.37442 -7.75249
N -5.00795 3.00939 -7.37377
C -4.59083 4.11258 -6.66209
N -3.22446 4.18520 -6.60620
C -2.63741 3.07832 -7.28037
I -0.61170 2.49557 -7.56288
H -4.80178 -0.95935 -8.33691
H -4.80544 0.15622 -6.77370
H -3.66068 0.96847 -9.60818
H -5.96064 2.69925 -7.58635
H -5.30143 4.83591 -6.19009
H -2.70684 4.92749 -6.13559
O 3.57822 4.43317 -1.79038
C 3.19738 4.19631 -2.90596
O 2.71249 2.97633 -3.20579
C 2.05521 2.64186 -4.43042
C 3.05993 2.25957 -5.49962
C 3.34008 5.21632 -4.00697
H 1.38542 3.44442 -4.75095
H 1.42050 1.78034 -4.21125
H 3.72442 3.09066 -5.74218
H 2.55003 1.94699 -6.41431
H 3.69087 1.44005 -5.15144
H 4.34034 5.14487 -4.43379
H 3.20504 6.20788 -3.57503
H 2.59492 5.12077 -4.79451
O 0.43338 0.50689 -2.09139
C 1.19753 0.48848 -1.15279
O 2.10725 -0.48841 -1.04404
C 3.17627 -0.49257 -0.08612
C 2.73119 -1.07720 1.24124
C 1.08169 1.50152 -0.04760
H 3.61001 0.50413 0.01889
H 3.95860 -1.12507 -0.51033
H 1.94061 -0.48491 1.70103
H 3.57268 -1.12913 1.93618
H 2.32945 -2.08196 1.09852
H 0.33675 1.16096 0.66987
H 0.75818 2.44777 -0.48301
H 2.02075 1.70510 0.46195
O 0.03253 -0.61283 2.08553
C -0.44774 -0.39558 3.17505
O -0.24397 -1.25579 4.17784
C -0.59848 -0.99977 5.54999
C -2.04112 -1.37295 5.81698
C -1.35531 0.78667 3.39945
H -0.37329 0.03243 5.82891
H 0.05140 -1.63080 6.15734
H -2.72958 -0.77085 5.21998
H -2.28435 -1.23293 6.87089
H -2.21883 -2.41699 5.54992
H -2.37075 0.51824 3.10864
H -1.00885 1.60975 2.77332
H -1.34972 1.15659 4.42200
O -0.12438 -2.83484 7.64223
C 0.03918 -4.02849 7.56912
O 0.85709 -4.53407 6.63346
C 1.27370 -5.90510 6.58149
C 0.26432 -6.75688 5.83931
C -0.73459 -4.97218 8.45197
H 1.49073 -6.28780 7.58068
H 2.21933 -5.91374 6.03715
H -0.70214 -6.76671 6.34587
H 0.61922 -7.78525 5.75269
H 0.09409 -6.35756 4.83758
H -1.70554 -5.17164 7.99853
H -0.88271 -4.49265 9.41956
H -0.22022 -5.90978 8.65023
```

Per-atom natural (NBO) charges, elementary charge units: C -0.32; C -0.27; C 0.10; N -0.48; C 0.25; N -0.49; C -0.05; I 0.34; H 0.24; H 0.21; H 0.26; H 0.48; H 0.26; H 0.47; O -0.56; C 0.80; O -0.51; C -0.08; C -0.63; C -0.74; H 0.16; H 0.23; H 0.21; H 0.19; H 0.23; H 0.25; H 0.25; H 0.21; O -0.63; C 0.82; O -0.51; C -0.07; C -0.65; C -0.75; H 0.18; H 0.19; H 0.24; H 0.21; H 0.22; H 0.27; H 0.23; H 0.22; O -0.61; C 0.81; O -0.50; C -0.10; C -0.63; C -0.74; H 0.17; H 0.25; H 0.20; H 0.23; H 0.21; H 0.24; H 0.24; H 0.23; O -0.60; C 0.81; O -0.50; C -0.07; C -0.64; C -0.74; H 0.18; H 0.20; H 0.21; H 0.22; H 0.22; H 0.25; H 0.25; H 0.22

4.
Entry from the Open Molecules 2025 dataset: C21H39CdNP2 as an isolated structure (the ωB97M-V functional and the def2-TZVPD basis).

- highest occupied orbital energy (spin up / spin down) (eV) = -4.95 / -4.94
- frontier orbital gap (spin up / spin down) (eV) = 4.60 / 2.49
- ΔE to the lowest compared entry with this formula, charge and spin (kJ/mol) = 713.48
- LUMO (spin up / spin down) (eV) = -0.35 / -2.45
- total charge = 0
- max |F| (eV/Å) = 6.27

```
64
C21H39CdNP2 | the Open Molecules 2025 dataset | the ωB97M-V functional and the def2-TZVPD basis
P 1.44149 -0.27733 -1.18572
P 1.86036 2.02784 0.43344
C 1.97633 1.29233 -2.11540
C 3.01484 1.69475 -1.08292
H 1.03588 1.88881 -2.15158
H 2.41158 1.19787 -3.13505
H 3.56386 0.76015 -0.79641
H 3.70540 2.49509 -1.39295
C 0.35440 2.98643 -0.17768
H -0.26093 3.17310 0.70368
H -0.26899 2.43093 -0.89264
H 0.61939 3.95141 -0.62256
C 3.14191 3.06634 1.10863
H 3.37998 3.89565 0.43440
H 4.02053 2.41985 1.23150
H 2.82193 3.43589 2.07473
C -1.85212 -1.82094 -4.89547
H -1.01761 -2.54453 -4.89334
H -1.56012 -0.84467 -5.28024
H -2.56774 -2.16064 -5.62684
C 1.42570 -0.90092 -2.93350
H 2.33933 -0.70133 -3.56079
H 0.67398 -0.26454 -3.45828
H 1.12767 -1.95299 -3.01213
Cd 1.62933 0.09388 1.38898
C -1.51274 -1.31103 -2.60670
C -2.53014 -1.65264 -3.51199
C -3.46010 -2.86994 -3.15207
C -2.72501 -4.10435 -2.57739
C -1.24868 -4.30108 -2.81774
C -0.31597 -3.94544 -1.93489
C -0.66690 -3.01001 -0.80225
C -1.43260 -1.69322 -1.19469
C 0.97708 -1.11239 3.10314
H -0.94754 -0.40113 -2.82128
H -3.15011 -0.74248 -3.54738
H -3.93885 -3.13931 -4.11170
H -4.22396 -2.54871 -2.40945
H -2.83716 -4.08692 -1.47608
H -3.28422 -4.96469 -2.96241
H -0.98943 -4.92065 -3.66595
H 0.61222 -4.50163 -1.77454
H 0.14701 -2.79946 -0.09556
H -1.45584 -3.55824 -0.28382
H -2.46675 -1.89977 -0.87994
H -0.97191 -0.88035 -0.59706
H 1.54661 -0.87815 4.02588
H 1.16998 -2.19047 2.88509
H -0.09040 -1.02013 3.37526
C -1.97758 1.28244 3.59028
C -0.87771 1.99577 4.26598
C -0.99960 2.58939 5.56434
C 0.24215 3.16163 5.85593
C 1.08418 2.88438 4.73049
C 2.49596 3.29151 4.67807
N 0.38630 2.18929 3.77770
H -1.88839 1.29960 2.49943
H -2.92788 1.75827 3.85871
H -2.04353 0.23523 3.91781
H -1.90549 2.56416 6.16078
H 0.56955 3.71186 6.72899
H 2.61331 4.24417 5.20647
H 3.14543 2.55757 5.17483
H 2.86235 3.42451 3.66182
```

Per-atom natural (NBO) charges, elementary charge units: P 0.49; P 0.71; C -0.71; C -0.68; H 0.23; H 0.23; H 0.22; H 0.24; C -0.92; H 0.29; H 0.24; H 0.25; C -0.94; H 0.24; H 0.25; H 0.27; C -0.60; H 0.22; H 0.21; H 0.21; C -0.96; H 0.24; H 0.24; H 0.24; Cd 1.30; C -0.07; C -0.30; C -0.39; C -0.46; C -0.19; C -0.19; C -0.47; C -0.47; C -1.19; H 0.15; H 0.22; H 0.21; H 0.21; H 0.20; H 0.23; H 0.20; H 0.21; H 0.22; H 0.23; H 0.22; H 0.21; H 0.24; H 0.19; H 0.24; C -0.62; C 0.05; C -0.36; C -0.35; C 0.04; C -0.61; N -0.62; H 0.18; H 0.21; H 0.19; H 0.19; H 0.19; H 0.21; H 0.19; H 0.16

no.,total energy (hartree)
1,-4742.4952
2,-2024.1954
3,-1831.8173
4,-1728.3698